Record 1
This record from the OMol25 dataset describes a cluster of 8 separate species, C5H23O9 in total. The level of theory is ωB97M-V/def2-TZVPD.

## Properties
- HOMO-LUMO gap (eV) = 9.017
- HOMO (eV) = -5.7463
- max |F| (eV/A) = 2.19

ORCA input file:
```
! RIJCOSX wB97M-V def2-TZVPD def2/J DEFGRID3
* xyz -1 1
O 3.7244 -1.9483 1.3540
C 2.8766 -1.5434 0.5906
C 2.0554 -2.4731 -0.2841
C 0.7373 -2.8008 0.4500
C 0.0216 -1.6715 1.1748
C -0.4862 -0.5109 0.2291
O 0.5278 0.4729 0.1048
H 2.6817 -0.4703 0.4774
H 2.6053 -3.3991 -0.4535
H 1.8869 -1.9837 -1.2445
H 1.0372 -3.5705 1.1705
H 0.0205 -3.2101 -0.2681
H -0.8719 -2.1095 1.6247
H 0.6790 -1.1719 1.8867
H -0.6072 -0.9135 -0.7822
H -1.3459 -0.0331 0.7043
H -2.7076 1.7178 1.1371
H -3.7699 0.9392 1.7336
O -3.4945 1.1759 0.8578
H 0.9774 0.7024 1.6630
H 0.2564 0.3579 2.9624
O 0.8291 1.0184 2.5816
H -0.2808 1.6294 -0.4759
H 0.0087 2.6826 -1.6296
O -0.5942 2.5494 -0.9002
H 2.3306 0.9335 -2.1469
H 1.1762 0.2283 -1.3910
O 1.7156 0.2021 -2.2502
H -3.2589 0.9357 -2.3790
H -3.3568 0.5495 -0.8772
O -3.5457 0.2427 -1.7766
H -0.4023 1.9439 1.7319
H -1.1049 2.9437 0.9751
O -1.2957 2.3731 1.7341
H -1.5877 0.2115 -2.5179
H -0.0235 0.4203 -2.8798
O -0.9464 0.5869 -3.1232
*
```

Record 2
This record from the OMol25 dataset describes a cluster of 8 separate species, C5H24N2O8 in total. The level of theory is ωB97M-V/def2-TZVPD.

## Properties
- HOMO-LUMO gap (eV) = 9.433
- HOMO (eV) = -9.5498
- SMILES = C=CC[C@H](N)C(N)=O.O.O.O.O.O.O.O
- max |F| (eV/A) = 1.95

ORCA input file:
```
! RIJCOSX wB97M-V def2-TZVPD def2/J DEFGRID3
* xyz 0 1
N 2.0483 -1.3419 2.1512
C 0.7082 -1.2287 1.5362
C -0.3119 -1.9240 2.4673
C -1.4463 -2.5694 1.7123
C -2.4379 -1.7587 1.3603
C 0.2857 0.1991 1.1926
N -0.0954 0.3403 -0.1095
O 0.0861 1.0974 1.9940
H 2.2325 -2.3351 2.1128
H 2.6978 -0.8043 1.5925
H 0.6416 -1.7885 0.5834
H -0.6177 -1.1796 3.1993
H 0.2513 -2.7021 2.9942
H -1.3511 -3.5903 1.3759
H -3.2331 -2.0708 0.6925
H -2.4790 -0.7158 1.6567
H -0.0780 -0.4135 -0.7741
H -0.2842 1.2775 -0.4014
H 2.3880 3.0477 -0.5188
H 0.8522 2.9045 -0.1212
O 1.6615 2.4286 -0.4024
H 3.6746 -0.8016 -0.8075
H 2.8891 -2.0715 -0.7475
O 3.8008 -1.7647 -0.7339
H -1.1159 4.1260 0.7419
H -0.3544 2.9526 1.3892
O -0.2356 3.8251 0.9583
H -2.1693 -0.8082 -3.3963
H -2.3311 -2.1969 -3.0424
O -2.4027 -1.3405 -2.6012
H 4.2629 1.6080 -1.9992
H 3.0560 1.5132 -1.2296
O 3.6122 0.9207 -1.7841
H -3.5416 1.9863 -0.0318
H -3.3919 1.1492 1.1867
O -3.4976 2.0751 0.9297
H -1.7994 1.2489 -4.2667
H -0.5140 0.3235 -4.3550
O -1.4608 0.3822 -4.5042
*
```

Record 3
This record from the OMol25 dataset describes a cluster of 6 separate species, C5H24N3O5 in total. The level of theory is ωB97M-V/def2-TZVPD.

## Properties
- HOMO-LUMO gap (eV) = 9.068
- HOMO (eV) = -11.6619
- max |F| (eV/A) = 2.34

ORCA input file:
```
! RIJCOSX wB97M-V def2-TZVPD def2/J DEFGRID3
* xyz 1 1
C -2.6640 0.3522 3.3134
C -1.9953 -0.0083 1.9962
C -1.6019 1.2477 1.1830
C -1.5035 1.1077 -0.2716
C -2.3795 1.3731 -1.2700
N -2.0688 1.3636 -2.6191
N -0.3496 0.2754 -0.7667
N -0.8735 -0.9358 2.1866
H -3.4349 1.1383 3.3170
H -3.1204 -0.5006 3.8127
H -2.0000 0.8716 4.0184
H -2.6968 -0.5201 1.3304
H -2.2802 2.0518 1.4672
H -0.6412 1.5519 1.6178
H -3.3945 1.6513 -1.0053
H -2.5112 2.1766 -3.0267
H -1.0722 1.2811 -2.8205
H -0.0839 -0.4874 -0.1171
H 0.4953 0.8093 -0.9960
H -0.5258 -0.3306 -1.5758
H -0.0306 -0.5471 2.5939
H -1.2075 -1.6342 2.8421
H 0.7484 -2.9578 0.1334
H -0.5948 -3.4411 -0.1419
O -0.0228 -2.6996 -0.3944
H 3.5949 -0.2205 3.1311
H 4.5284 0.3820 2.0853
O 3.6071 0.3396 2.3466
H 1.1517 0.3982 -3.3345
H 0.7995 1.6532 -4.1642
O 0.7193 1.2848 -3.2787
H 3.0874 -0.5840 -3.9074
H 2.7812 -1.4268 -2.5984
O 2.5087 -0.7069 -3.1730
H 3.7381 -1.3462 -0.1488
H 5.0773 -1.2740 -0.8490
O 4.2157 -1.6885 -0.9159
*
```

Record order is preserved below.
Energy above the lowest of the compared OMol25 structures with the same formula, charge and spin: 168.8, 167.7, 277.2 kJ/mol